Entry 1:
{"formula": "C32H46Br2NO25S", "method": "wB97M-V/def2-TZVPD", "energy_ha": -8728.475002, "charge": 1, "e_homo_ev": -12.1, "homo_lumo_gap_ev": 8.5, "largest_force_ev_per_a": 5.30, "elements": ["C", "C", "Br", "C", "Br", "S", "C", "C", "N", "C", "C", "C", "O", "H", "H", "H", "H", "H", "H", "H", "H", "H", "H", "H", "H", "H", "H", "C", "C", "O", "C", "O", "O", "H", "H", "H", "H", "C", "C", "O", "C", "O", "O", "H", "H", "H", "H", "C", "C", "O", "C", "O", "O", "H", "H", "H", "H", "C", "C", "O", "C", "O", "O", "H", "H", "H", "H", "C", "C", "O", "C", "O", "O", "H", "H", "H", "H", "C", "C", "O", "C", "O", "O", "H", "H", "H", "H", "C", "C", "O", "C", "O", "O", "H", "H", "H", "H", "C", "C", "O", "C", "O", "O", "H", "H", "H", "H"], "coordinates": [[-2.4868, -3.4715, -0.0247], [-0.9365, -3.7143, -0.2126], [-0.3395, -4.7503, 1.4037], [-0.0567, -2.3965, -0.2602], [1.6661, -2.7959, -1.1836], [-0.8580, -0.9814, -1.1418], [-0.9332, -1.2564, -2.9691], [-2.4325, -1.3251, -3.5126], [-3.1766, -2.3695, -3.3690], [0.2760, 0.4632, -0.8720], [-0.5951, 1.6358, -0.0296], [0.3650, 2.7829, 0.7074], [-0.5420, 2.9869, -0.6108], [-2.9636, -4.4751, 0.2142], [-3.0012, -3.0840, -0.9497], [-2.7434, -2.8021, 0.8529], [-0.7104, -4.4043, -1.0842], [0.2088, -2.0798, 0.7945], [-0.4330, -0.3757, -3.4895], [-0.4281, -2.2354, -3.2217], [-2.8357, -0.4133, -4.0578], [-4.1034, -2.1965, -3.7957], [0.6383, 0.9564, -1.8153], [1.0851, 0.1147, -0.1748], [-1.5534, 1.2850, 0.5419], [1.2461, 2.0308, 0.5532], [0.9623, 3.6182, 0.2453], [2.5907, 3.2771, -5.5477], [3.2195, 2.8004, -4.2737], [2.2390, 1.9033, -3.7541], [1.4940, 1.4749, -4.8010], [0.6914, 0.5854, -4.7344], [1.7680, 2.1727, -5.9252], [3.3265, 3.4981, -6.3200], [1.9570, 4.1552, -5.4004], [4.1481, 2.2494, -4.4451], [3.4141, 3.6134, -3.5729], [-3.1382, 6.3280, -0.8642], [-1.7416, 5.9679, -0.4476], [-1.1236, 7.2373, -0.2728], [-2.1145, 8.1377, -0.0263], [-1.9301, 9.2582, 0.3287], [-3.3412, 7.5889, -0.2371], [-3.8764, 5.6014, -0.5244], [-3.2341, 6.4517, -1.9465], [-1.7143, 5.4273, 0.5028], [-1.2181, 5.3821, -1.2029], [3.6243, 6.4642, 1.2619], [3.6446, 4.9668, 1.3463], [3.3932, 4.5671, 0.0005], [3.7729, 5.5992, -0.7995], [3.8475, 5.5301, -1.9890], [4.0532, 6.7101, -0.0760], [4.2978, 6.9323, 1.9792], [2.6215, 6.8797, 1.3939], [4.6169, 4.5781, 1.6554], [2.8786, 4.5758, 2.0167], [7.9425, 1.1279, 0.8481], [7.1367, 1.8761, -0.1732], [5.9345, 2.1766, 0.5310], [6.2304, 2.1616, 1.8562], [5.4888, 2.5362, 2.7160], [7.4735, 1.6697, 2.0794], [9.0142, 1.2891, 0.7353], [7.7421, 0.0533, 0.8357], [7.6114, 2.8124, -0.4782], [6.9291, 1.2793, -1.0611], [3.7687, 2.1505, 6.7058], [3.5674, 2.1338, 5.2189], [2.1508, 2.0586, 5.0910], [1.6158, 2.5590, 6.2352], [0.4556, 2.7937, 6.3864], [2.5697, 2.7576, 7.1803], [4.6426, 2.7297, 7.0031], [3.8480, 1.1459, 7.1299], [3.9172, 3.0500, 4.7377], [4.0464, 1.2798, 4.7416], [-3.2056, 2.4857, 7.2441], [-2.8351, 1.6714, 6.0400], [-3.6241, 0.4962, 6.1940], [-4.6884, 0.8248, 6.9752], [-5.6285, 0.1172, 7.1620], [-4.5399, 2.0643, 7.5128], [-3.1674, 3.5576, 7.0521], [-2.5808, 2.2585, 8.1117], [-3.1109, 2.1616, 5.1016], [-1.7736, 1.4267, 6.0131], [-1.7135, -7.3982, -1.1035], [-1.9500, -7.4277, -2.5854], [-3.3698, -7.4861, -2.6792], [-3.8714, -6.9671, -1.5268], [-5.0216, -6.7154, -1.3480], [-2.8899, -6.7714, -0.6049], [-0.8249, -6.8267, -0.8337], [-1.6362, -8.3993, -0.6719], [-1.5999, -6.5192, -3.0849], [-1.4921, -8.2930, -3.0643], [-6.1447, -10.0805, -5.1328], [-5.9708, -9.9660, -3.6469], [-5.1977, -11.1173, -3.3255], [-4.5321, -11.4825, -4.4533], [-3.6703, -12.3048, -4.4890], [-4.9750, -10.7861, -5.5345], [-6.2004, -9.1088, -5.6237], [-7.0249, -10.6678, -5.4081], [-5.4104, -9.0727, -3.3586], [-6.9214, -9.9748, -3.1138]], "forces_ev_per_a": [[-0.4, -0.5, 0.3], [-0.9, 0.1, 0.1], [0.0, 0.6, -0.9], [0.8, -1.1, -0.1], [-0.6, 0.2, 0.6], [-0.4, 0.6, 0.0], [-0.8, -0.4, -1.4], [-0.8, -0.5, 0.3], [1.2, 1.7, -0.1], [-1.0, 1.6, 1.7], [-0.5, 2.9, 0.1], [0.6, -2.3, -1.8], [0.4, -5.3, 0.2], [0.7, 1.2, -0.4], [0.8, -0.3, 0.8], [0.6, -0.6, -1.0], [-0.3, 1.1, 1.0], [-0.5, 0.0, -1.3], [-0.2, -1.2, 0.9], [-0.3, 1.2, 0.4], [0.9, -0.9, 0.7], [0.6, -0.2, 0.2], [-0.2, -0.8, 0.8], [-0.6, 0.3, -1.0], [1.8, 0.9, -1.2], [-0.3, 1.1, -0.9], [-0.5, 0.6, 2.0], [0.2, 0.7, -0.4], [0.9, 0.6, 0.4], [-0.6, -0.4, -0.3], [0.1, 0.2, -0.3], [0.1, 0.2, 0.1], [-0.3, -0.6, 0.6], [-0.2, -0.2, -0.1], [0.0, -0.1, 0.0], [-0.1, -0.1, 0.0], [-0.1, -0.2, 0.1], [-0.5, -0.3, -0.3], [0.4, -0.6, 0.0], [-0.3, 0.1, 0.0], [0.0, 0.9, 0.3], [0.0, -0.5, -0.1], [0.4, 0.0, 0.1], [0.0, 0.2, 0.1], [0.0, 0.0, 0.0], [0.0, 0.0, 0.0], [0.1, 0.2, 0.1], [-0.2, 0.5, 0.6], [0.1, -0.4, 0.8], [-0.1, 0.3, -0.3], [0.1, 0.3, -0.4], [0.0, -0.1, 0.2], [-0.1, -0.6, -0.4], [0.0, 0.1, -0.2], [0.1, 0.0, -0.1], [-0.1, 0.0, 0.0], [0.0, -0.1, -0.2], [0.6, -0.5, -0.1], [0.2, 0.1, -0.8], [0.0, 0.0, 0.5], [-0.1, 0.1, 0.4], [0.2, -0.1, -0.3], [-0.6, 0.3, -0.1], [-0.1, 0.0, 0.2], [0.0, 0.1, 0.0], [0.0, 0.0, 0.1], [-0.2, 0.1, 0.1], [0.6, -0.2, 0.4], [0.6, -0.1, -0.5], [-0.3, 0.1, 0.4], [-0.5, 0.1, 0.2], [0.3, -0.1, -0.1], [-0.4, -0.1, -0.4], [-0.2, 0.1, 0.1], [0.0, 0.1, 0.0], [0.0, -0.1, 0.0], [-0.2, 0.1, -0.1], [0.3, 0.6, 0.3], [0.6, 0.0, -0.5], [-0.3, 0.1, 0.2], [-0.7, -0.4, 0.2], [0.4, 0.3, -0.1], [0.0, -0.4, -0.3], [-0.2, -0.1, 0.1], [0.0, 0.0, -0.1], [0.0, 0.0, 0.1], [-0.1, -0.1, 0.0], [0.6, -0.2, 0.4], [0.5, -0.2, -0.6], [0.0, 0.2, 0.4], [-0.8, 0.1, 0.0], [0.5, -0.1, -0.1], [-0.2, 0.0, -0.3], [-0.2, 0.0, 0.1], [0.0, 0.1, 0.0], [-0.1, 0.0, 0.0], [-0.2, 0.0, 0.0], [-0.5, 0.3, -0.4], [-0.4, 0.5, 0.5], [0.2, -0.1, -0.4], [0.5, -0.5, 0.0], [-0.3, 0.4, 0.0], [0.1, -0.1, 0.4], [0.2, -0.1, -0.1], [0.1, 0.0, 0.0], [0.0, 0.0, 0.0], [0.2, -0.2, 0.1]], "lowdin_charge": [-0.157, -0.760, 0.718, -0.863, 0.712, 1.062, -0.289, -0.233, 0.095, -0.245, -0.216, -0.011, -0.161, 0.076, 0.058, 0.099, 0.080, 0.083, 0.064, 0.098, 0.134, 0.078, 0.106, 0.089, 0.158, 0.068, 0.128, -0.104, -0.109, 0.055, -0.536, 0.117, 0.087, 0.143, 0.143, 0.140, 0.119, -0.130, -0.147, 0.058, -0.554, 0.173, 0.069, 0.135, 0.135, 0.131, 0.119, -0.109, -0.127, 0.038, -0.551, 0.148, 0.081, 0.141, 0.139, 0.113, 0.135, -0.120, -0.122, 0.058, -0.545, 0.140, 0.078, 0.141, 0.137, 0.140, 0.136, -0.119, -0.141, 0.057, -0.553, 0.150, 0.073, 0.139, 0.137, 0.122, 0.129, -0.127, -0.138, 0.055, -0.559, 0.163, 0.065, 0.137, 0.138, 0.132, 0.115, -0.135, -0.119, 0.056, -0.553, 0.170, 0.031, 0.099, 0.144, 0.131, 0.142, -0.128, -0.127, 0.064, -0.559, 0.161, 0.062, 0.134, 0.136, 0.116, 0.138]}

Entry 2:
{"formula": "C3H6FN3", "method": "wB97M-V/def2-TZVPD", "energy_ha": -381.847491, "e_homo_ev": [-9.3, -9.5], "e_above_lowest_kcal_mol": 115.62, "homo_lumo_gap_ev": [8.5, 8.7], "largest_force_ev_per_a": 5.04, "elements": ["C", "C", "C", "N", "N", "N", "F", "H", "H", "H", "H", "H", "H"], "coordinates": [[-0.5107, -1.2792, 0.1372], [-0.4960, 1.6518, -0.0465], [-0.0296, 0.8364, 1.2485], [-1.7673, 1.4359, -0.4902], [-0.2694, -0.4666, 0.9570], [-0.4718, -2.1800, -0.6426], [2.8204, -1.8683, -1.8152], [-0.6917, 2.6838, 0.0134], [0.2900, 1.3811, -0.8585], [0.9744, 1.0696, 1.5260], [-0.7739, 1.2043, 2.0455], [-1.1131, -2.9418, -0.6950], [2.0386, -1.5269, -1.3798]], "forces_ev_per_a": [[0.4, 0.8, 1.0], [1.7, -2.2, -0.9], [-3.5, 3.6, 0.1], [-0.8, -1.1, -0.2], [0.5, -1.3, 1.3], [0.1, -2.0, -2.0], [-1.3, 0.7, 0.8], [1.1, 2.4, 0.7], [-1.0, 0.8, 0.8], [0.7, 0.0, 0.2], [1.4, -0.6, -0.7], [-0.4, -0.1, -0.2], [1.2, -0.8, -0.8]], "lowdin_charge": [-0.334, -0.366, -0.211, 0.162, 0.078, 0.162, -0.110, 0.089, 0.144, 0.102, 0.138, 0.069, 0.076]}